{"formula": "H5N4O", "method": "ωB97M-V/def2-TZVPD", "e_lumo_ev": [5.21, 5.21], "gap_ha": [0.268, 0.268], "e_tot_ha": -297.109211, "homo_energy_ev": [-2.1, -2.1], "charge": -1, "relative_energy_kj_mol": 174.10, "max_force_ha_per_bohr": 0.08071, "elements": ["N", "N", "N", "N", "O", "H", "H", "H", "H", "H"], "coordinates": [[1.2590, -1.0470, 0.6653], [-1.3146, 0.8068, -0.3934], [0.2823, -0.2889, 1.2008], [0.0307, 1.1242, 0.0633], [0.9040, 0.8683, -0.9015], [2.2093, -0.5660, 0.7062], [0.9969, -1.1654, -0.2831], [-1.7260, 1.5973, -0.8663], [-1.1100, 0.0479, -1.0644], [-0.5082, -0.7737, 0.9887]]}


{"formula": "H5N4OP", "method": "ωB97M-V/def2-TZVPD", "e_lumo_ev": [-1.26, -0.97], "gap_ha": [0.247, 0.333], "e_tot_ha": -638.483462, "homo_energy_ev": [-8.0, -10.0], "charge": 0, "relative_energy_kj_mol": 269.38, "max_force_ha_per_bohr": 0.06261, "elements": ["N", "N", "N", "N", "O", "P", "H", "H", "H", "H", "H"], "coordinates": [[0.4532, -2.3454, 0.2617], [0.1500, -1.4191, -0.5522], [0.6778, 1.0130, -1.3803], [-1.7390, 1.1326, 0.8576], [2.0150, 0.1153, 0.7702], [0.8027, 0.0177, -0.0461], [0.2279, -3.2093, -0.1113], [1.3905, 1.6827, -1.2636], [-0.3119, 1.1468, -1.4697], [-2.5013, 0.5989, 1.2373], [-1.1648, 1.2668, 1.6966]]}


{"formula": "H5NO", "method": "ωB97M-V/def2-TZVPD", "e_lumo_ev": 0.97, "gap_ha": 0.415, "e_tot_ha": -132.978756, "homo_energy_ev": -10.3, "smiles": "N.O", "charge": 0, "relative_energy_kj_mol": 37.07, "max_force_ha_per_bohr": 0.06885, "elements": ["N", "H", "H", "H", "O", "H", "H"], "coordinates": [[0.5445, 0.7293, -0.4203], [0.8906, 1.0321, -1.2671], [-0.2122, 1.2445, -0.0602], [1.3082, 0.9117, 0.2480], [-1.2414, -1.2338, 0.6282], [-0.8596, -1.9958, 0.0947], [-0.4302, -0.6880, 0.7767]]}


{"formula": "H5NO", "method": "ωB97M-V/def2-TZVPD", "e_lumo_ev": 0.86, "gap_ha": 0.446, "e_tot_ha": -132.979102, "homo_energy_ev": -11.3, "smiles": "N.O", "charge": 0, "relative_energy_kj_mol": 36.16, "max_force_ha_per_bohr": 0.04017, "elements": ["N", "H", "H", "H", "O", "H", "H"], "coordinates": [[1.5257, -0.5472, -0.1302], [0.8880, -1.2942, 0.2173], [1.6946, -0.0804, 0.7683], [2.4268, -0.9702, -0.1317], [-1.6759, 0.6602, 0.0633], [-0.7783, 0.9959, 0.0478], [-1.5037, -0.1025, -0.4970]]}


{"formula": "H5NO", "method": "ωB97M-V/def2-TZVPD", "e_lumo_ev": 0.94, "gap_ha": 0.419, "e_tot_ha": -132.977609, "homo_energy_ev": -10.5, "smiles": "N.O", "charge": 0, "relative_energy_kj_mol": 40.08, "max_force_ha_per_bohr": 0.04193, "elements": ["N", "H", "H", "H", "O", "H", "H"], "coordinates": [[0.9104, -0.7358, -0.5957], [0.8837, -1.2168, -1.4708], [0.0106, -0.1812, -0.4920], [1.7348, -0.1056, -0.6871], [-1.4414, 1.0570, 0.9503], [-0.5279, 0.8591, 0.6987], [-1.5702, 0.3234, 1.5966]]}


{"formula": "H5NO", "method": "ωB97M-V/def2-TZVPD", "e_lumo_ev": 0.77, "gap_ha": 0.407, "e_tot_ha": -132.981946, "homo_energy_ev": -10.3, "smiles": "N.O", "charge": 0, "relative_energy_kj_mol": 28.69, "max_force_ha_per_bohr": 0.02444, "elements": ["N", "H", "H", "H", "O", "H", "H"], "coordinates": [[1.3943, 0.3770, 0.7127], [0.9197, 0.6939, -0.1387], [2.3779, 0.2263, 0.4670], [1.3692, 1.1580, 1.3761], [-2.2038, -1.1514, -0.6776], [-1.3593, -1.0842, -1.1782], [-2.4980, -0.2196, -0.5613]]}


{"formula": "H5NO2", "method": "ωB97M-V/def2-TZVPD", "e_lumo_ev": 0.74, "gap_ha": 0.383, "e_tot_ha": -208.056372, "homo_energy_ev": -9.7, "smiles": "OO.N", "charge": 0, "relative_energy_kj_mol": 281.41, "max_force_ha_per_bohr": 0.18583, "elements": ["O", "O", "H", "H", "N", "H", "H", "H"], "coordinates": [[0.8100, -0.2078, -0.2445], [2.0845, -0.2171, -0.1552], [0.5169, 0.2914, 0.4904], [2.7756, 0.4340, 0.0398], [-1.6084, -0.1865, -0.2378], [-1.0526, -0.8321, 0.3366], [-1.0246, 0.5962, -0.4658], [-2.5014, 0.1218, 0.2366]]}


{"formula": "H5NO2P2", "method": "ωB97M-V/def2-TZVPD", "e_lumo_ev": [-0.82, -0.37], "gap_ha": [0.248, 0.287], "e_tot_ha": -890.894555, "homo_energy_ev": [-7.6, -8.2], "charge": 0, "relative_energy_kj_mol": 250.39, "max_force_ha_per_bohr": 0.06569, "elements": ["N", "O", "O", "P", "P", "H", "H", "H", "H", "H"], "coordinates": [[-1.2076, 0.1712, 0.3473], [3.3828, -1.6788, -0.4873], [2.1890, 0.4290, -0.2260], [1.3934, 1.8803, -0.0973], [2.2911, -1.0284, 0.5191], [-2.0576, -0.3022, 0.1151], [-0.5256, -0.5253, 0.1138], [3.9981, -1.0304, -0.6723], [-1.1585, 0.9421, -0.3464], [0.9741, 1.8554, 1.2922]]}


{"formula": "H5NO2Si", "method": "ωB97M-V/def2-TZVPD", "e_lumo_ev": -0.35, "gap_ha": 0.357, "e_tot_ha": -497.714678, "homo_energy_ev": -10.1, "charge": 0, "relative_energy_kj_mol": 358.42, "max_force_ha_per_bohr": 0.09697, "elements": ["N", "O", "O", "Si", "H", "H", "H", "H", "H"], "coordinates": [[-0.5531, -1.3402, -1.2329], [1.3418, -1.0373, 0.8017], [0.4619, 1.1654, -0.5315], [0.6158, -0.3839, -0.4587], [-0.8831, -2.3306, -1.0493], [-1.2328, -0.8321, -1.8586], [1.3371, -0.8749, 1.7285], [-0.2151, 3.2733, 1.3342], [-0.8728, 2.3603, 1.2666]]}


{"formula": "H5NOSSi", "method": "ωB97M-V/def2-TZVPD", "e_lumo_ev": [0.92, -3.60], "spin_multiplicity": 3, "s_squared": 2.005, "gap_ha": [0.197, 0.248], "e_tot_ha": -820.573050, "homo_energy_ev": [-4.5, -10.4], "charge": 0, "relative_energy_kj_mol": 51.19, "max_force_ha_per_bohr": 0.08673, "elements": ["N", "O", "Si", "S", "H", "H", "H", "H", "H"], "coordinates": [[0.4485, -1.7453, 0.2996], [-0.2804, 0.5753, 1.0553], [0.8741, -0.1118, 0.1486], [2.3356, 0.8160, -0.8235], [1.0003, -2.4977, -0.0671], [-0.2839, -2.0288, 0.9317], [-0.4043, 1.5205, 1.0629], [-1.5213, 1.9396, -1.3728], [-2.1687, 1.5321, -1.2348]]}


{"formula": "H5NOSi", "method": "ωB97M-V/def2-TZVPD", "e_lumo_ev": 0.86, "gap_ha": 0.393, "e_tot_ha": -422.402994, "homo_energy_ev": -9.8, "smiles": "NO[SiH3]", "charge": 0, "relative_energy_kj_mol": 349.80, "max_force_ha_per_bohr": 0.08931, "elements": ["N", "O", "Si", "H", "H", "H", "H", "H"], "coordinates": [[0.4453, 1.4045, 0.6236], [-0.5942, 0.7679, -0.1426], [-0.4951, -0.8471, -0.4552], [0.8156, 0.7729, 1.3091], [1.1507, 1.5801, 0.0369], [-0.4455, -1.4379, 0.8466], [-1.7229, -0.7846, -1.2788], [0.8461, -1.4557, -0.9395]]}


{"formula": "H5NS", "method": "ωB97M-V/def2-TZVPD", "e_lumo_ev": 0.96, "gap_ha": 0.376, "e_tot_ha": -455.922374, "homo_energy_ev": -9.3, "smiles": "N.S", "charge": 0, "relative_energy_kj_mol": 15.89, "max_force_ha_per_bohr": 0.03660, "elements": ["N", "H", "H", "H", "S", "H", "H"], "coordinates": [[1.9019, 0.1730, 1.3241], [2.6833, -0.4501, 0.9741], [2.2689, 1.1615, 1.2255], [1.7902, 0.0297, 2.3339], [-1.1785, -0.1867, -0.7678], [0.1523, -0.0948, -0.7926], [-1.3522, 1.1302, -0.7257]]}